Entry 1:
Molecular formula: C38H83N6O8
Method: DFT, ωB97M-V/def2-TZVPD

XYZ file:
```
135
C38H83N6O8, DFT ωB97M-V/def2-TZVPD
O -0.60 0.01 2.29
H -0.23 -0.83 2.59
C -9.11 -0.36 7.27
C -8.63 -0.90 8.38
N -3.89 1.64 6.71
C -4.68 1.41 5.36
C -4.16 2.47 7.60
C -5.50 3.18 7.69
C -2.66 0.73 6.76
C -1.63 0.84 7.92
O -1.41 2.19 8.34
C -1.09 2.58 9.53
H -8.85 -0.82 6.35
H -9.66 0.52 7.21
H 5.09 2.07 -8.04
H -8.22 -1.91 8.40
H -8.77 -0.54 9.46
H -4.16 1.81 4.46
H -5.57 2.03 5.43
H -4.89 0.34 5.38
H -6.41 -0.18 12.97
H -3.56 2.55 8.46
H -5.45 4.29 7.71
H -5.83 2.95 8.67
H -6.29 2.76 7.01
H -2.19 0.98 5.79
H -2.90 -0.29 6.51
H -0.60 0.28 7.61
H -1.90 0.01 8.65
H -1.11 3.63 9.71
H -10.30 -0.99 1.69
H -1.14 1.82 10.30
C 0.67 2.00 -1.60
O -0.60 2.22 -1.11
C -1.59 2.07 -2.12
C -2.90 2.13 -1.39
N -2.88 1.04 -0.39
H -1.07 0.34 3.05
H -1.90 1.10 -0.12
C -3.89 0.31 -0.02
C 2.90 3.38 -12.15
O 2.45 2.25 -12.63
C 3.26 1.14 -13.14
H 1.28 2.85 -1.32
H 0.55 1.91 -2.70
H 1.11 1.08 -1.14
H -1.51 1.07 -2.56
H -1.58 2.95 -2.78
H -3.77 1.95 -2.04
H -2.89 3.10 -0.85
H -3.83 -0.46 0.79
H -4.92 0.27 -0.41
H 3.91 3.49 -11.66
H 2.11 4.23 -12.33
H 4.20 1.24 -12.65
H 3.26 0.92 -14.24
H 2.84 0.25 -12.69
C -3.45 9.75 2.38
O -1.91 9.85 2.93
C -0.91 10.34 1.92
C 0.40 10.65 2.72
N -0.14 11.14 4.22
H -1.08 11.55 4.16
H -0.68 10.40 4.46
C 0.56 11.77 5.30
C 1.16 10.61 6.02
O 0.12 9.77 6.53
C 0.35 9.06 7.61
H -1.61 -2.10 -10.72
H -4.21 9.22 2.76
H -3.71 10.74 2.00
H -1.12 11.23 1.52
H -0.61 9.68 1.02
H 0.93 11.37 2.05
H 0.81 9.67 2.72
H -0.21 12.04 6.06
H 1.07 12.73 5.06
H 1.77 11.05 6.82
H 1.75 10.10 5.31
H -0.44 8.34 7.83
H 1.29 8.82 8.05
H 10.09 -1.60 5.21
C -5.33 -5.67 -1.37
O -5.42 -6.19 -2.72
C -6.20 -7.38 -2.63
C -5.81 -8.12 -3.91
N -5.94 -7.19 -5.05
H -6.92 -6.99 -5.19
H -5.48 -6.34 -4.86
C -5.39 -7.79 -6.31
C -5.44 -6.83 -7.40
O -4.76 -5.62 -6.94
C -4.94 -4.48 -7.78
H -4.80 -6.46 -0.79
H -6.31 -5.31 -0.95
H -4.76 -4.73 -1.41
H -7.29 -7.14 -2.59
H -5.94 -7.98 -1.78
H -6.28 -9.09 -4.24
H -4.69 -8.27 -3.84
H -5.84 -8.75 -6.48
H -4.32 -7.89 -6.22
H -6.41 -6.57 -7.84
H -4.92 -7.30 -8.26
H -4.30 -3.80 -7.18
H -5.97 -4.12 -7.64
H -4.41 -4.54 -8.74
C 6.43 -4.27 0.95
N 7.44 -4.68 -0.04
C 7.12 -5.55 -1.08
C 8.02 -5.81 -2.06
C 9.29 -5.23 -2.08
C 9.57 -4.29 -1.07
C 8.64 -4.04 -0.04
C 10.38 -5.47 -3.12
C 11.27 -4.43 -3.46
C 12.32 -4.81 -4.26
N 12.55 -6.06 -4.63
C 11.68 -7.04 -4.31
C 10.57 -6.76 -3.60
C 13.75 -6.28 -5.53
H 6.10 -3.31 0.57
H 6.96 -4.11 1.89
H 5.66 -5.01 1.08
H 6.15 -6.00 -1.03
H 7.56 -6.41 -2.84
H 10.49 -3.77 -1.02
H 8.84 -3.35 0.78
H 11.22 -3.44 -3.09
H 12.98 -4.08 -4.61
H 11.77 -8.06 -4.75
H 9.92 -7.56 -3.33
H 14.41 -5.45 -5.40
H 13.36 -6.34 -6.54
H 14.27 -7.17 -5.16
```

- LUMO level (eV) = -10.31
- E_HOMO (eV) = -11.15
- Kohn-Sham gap (eV) = 0.8359
- total charge = +5

Results of the Löwdin charge analysis, in e, for atoms 1 through 6: -0.044, 0.057, -0.082, -0.089, -0.045, 0.069



Entry 2:
Molecular formula: C38H84ClF4INO17P4Si
Method: DFT, ωB97M-V/def2-TZVPD

XYZ file:
```
151
C38H84ClF4INO17P4Si, DFT ωB97M-V/def2-TZVPD
C -4.17 0.84 -2.37
C -2.84 0.33 -3.15
C -2.68 -1.29 -3.26
Cl -4.09 -2.03 -2.28
P -1.07 -1.99 -2.50
C 0.18 -0.93 -3.49
O 0.58 0.32 -2.82
C 1.28 1.22 -3.71
O 2.13 0.57 -4.70
C 3.40 0.14 -4.13
C 4.57 0.55 -5.20
O 5.46 1.60 -4.71
C -0.98 -3.18 -4.04
C -2.18 -4.26 -4.10
F 0.28 -3.97 -3.98
O -1.04 -0.95 -1.07
C -0.45 -1.70 0.06
I -2.25 -2.45 1.05
C 0.03 -0.49 1.03
C -0.94 0.81 1.03
C -2.15 1.04 2.11
N -0.77 1.81 0.13
C 0.67 -2.74 -0.50
C 2.16 -2.19 -0.80
C 3.10 -1.97 0.51
C 4.65 -2.32 0.13
F 4.98 -2.02 -1.25
F 5.47 -1.38 0.92
F 5.06 -3.64 0.52
Si 0.68 -4.55 0.24
C 2.40 -5.40 -0.15
C -0.63 -5.58 -0.72
C 0.50 -4.59 2.15
O 0.19 -3.03 -1.87
H -5.15 0.53 -2.90
H -4.16 0.59 -1.23
H -4.14 2.01 -2.42
H -1.94 0.88 -2.68
H -2.93 0.74 -4.24
H -2.85 -1.57 -4.38
H -1.95 -2.99 -1.94
H 1.15 -1.57 -3.61
H -0.17 -0.64 -4.55
H 0.50 1.88 -4.28
H 1.93 1.97 -3.11
H 3.64 0.60 -3.10
H 3.45 -1.02 -4.01
H 5.20 -0.37 -5.54
H 4.03 0.98 -6.14
H 5.68 1.48 -3.75
H -0.97 -2.62 -5.05
H -3.12 -3.76 -4.57
H -1.82 -5.11 -4.82
H -2.43 -4.77 -3.10
H 1.06 -0.13 0.66
H 0.16 -0.81 2.15
H -2.03 0.36 3.05
H -2.05 2.14 2.48
H -3.19 0.95 1.63
H -1.50 2.54 0.31
H 2.09 -1.14 -1.33
H 2.63 -2.89 -1.61
H 3.10 -0.82 0.72
H 2.73 -2.48 1.47
H 2.87 -5.02 -1.13
H 3.05 -5.21 0.80
H 2.31 -6.55 -0.24
H -0.23 -5.70 -1.81
H -0.76 -6.68 -0.33
H -1.66 -5.04 -0.83
H 0.64 -3.51 2.58
H 1.23 -5.29 2.70
H -0.61 -4.87 2.43
O 1.26 -3.85 5.55
P 1.83 -4.69 6.70
O 0.41 -5.50 6.99
C 0.11 -6.59 6.14
C 1.07 -7.76 6.35
O 1.68 -3.45 7.80
C 1.58 -2.09 7.39
C 0.12 -1.69 7.23
O 2.49 -5.66 7.97
C 2.48 -5.28 9.34
C 1.10 -5.26 9.97
H 0.12 -6.26 5.10
H -0.91 -6.92 6.38
H 2.08 -7.49 6.04
H 0.76 -8.62 5.75
H 1.11 -8.04 7.40
H 2.16 -1.90 6.49
H 2.03 -1.48 8.18
H -0.43 -2.38 6.58
H 0.04 -0.68 6.81
H -0.39 -1.71 8.20
H 3.01 -4.33 9.48
H 3.08 -6.03 9.87
H 0.41 -4.57 9.48
H 1.17 -4.97 11.02
H 0.64 -6.25 9.92
O -6.84 3.40 -3.76
P -7.86 4.54 -3.96
O -7.64 5.23 -2.47
C -6.50 6.07 -2.32
C -6.62 7.34 -3.14
O -9.16 3.56 -3.63
C -9.08 2.14 -3.70
C -8.71 1.55 -2.35
O -8.97 5.81 -4.29
C -10.36 5.75 -4.00
C -10.69 5.74 -2.52
H -5.60 5.52 -2.59
H -6.43 6.32 -1.26
H -6.62 7.12 -4.21
H -5.79 8.02 -2.93
H -7.56 7.86 -2.91
H -8.39 1.82 -4.49
H -10.07 1.77 -3.99
H -7.82 2.02 -1.93
H -8.53 0.48 -2.43
H -9.51 1.73 -1.63
H -10.82 4.91 -4.52
H -10.81 6.65 -4.44
H -10.24 4.90 -1.99
H -11.77 5.69 -2.37
H -10.31 6.65 -2.03
O 7.34 3.95 1.82
P 7.44 4.58 0.41
O 5.99 5.38 0.48
C 5.98 6.61 1.20
C 6.79 7.69 0.49
O 6.96 3.18 -0.35
C 7.02 1.91 0.28
C 5.71 1.59 0.99
O 7.65 5.29 -1.14
C 7.20 4.69 -2.36
C 5.69 4.63 -2.51
H 6.35 6.46 2.21
H 4.94 6.93 1.27
H 7.85 7.43 0.47
H 6.68 8.65 1.00
H 6.47 7.80 -0.55
H 7.88 1.85 0.96
H 7.19 1.16 -0.50
H 5.40 2.39 1.66
H 5.80 0.67 1.57
H 4.91 1.47 0.26
H 7.67 3.71 -2.49
H 7.60 5.31 -3.17
H 5.21 4.06 -1.71
H 5.42 4.16 -3.46
H 5.27 5.64 -2.48
```

- LUMO level (eV) = -0.51
- E_HOMO (eV) = -4.96
- Kohn-Sham gap (eV) = 4.4516
- total charge = -1

Results of the Löwdin charge analysis, in e, for atoms 1 through 6: -0.210, -0.287, -0.629, 0.483, 0.561, -0.220



Entry 3:
Molecular formula: C38H84F6N3O21S7
Method: DFT, ωB97M-V/def2-TZVPD

XYZ file:
```
159
C38H84F6N3O21S7, DFT ωB97M-V/def2-TZVPD
C 1.38 0.07 -1.02
F 1.54 -1.06 -0.35
F 2.42 0.87 -0.83
F 1.36 -0.18 -2.35
S -0.25 0.94 -0.53
O 0.19 1.92 0.42
O -0.81 1.40 -1.80
N -1.21 -0.28 0.07
S -1.96 0.38 1.28
O -1.15 0.34 2.48
O -2.72 1.58 0.96
C -3.40 -0.90 1.53
F -3.43 -1.36 2.77
F -4.54 -0.32 1.22
F -3.15 -1.95 0.74
C -1.85 -2.98 -1.87
S -2.45 -2.55 -3.54
O -3.35 -3.62 -4.03
C -3.36 -1.04 -2.94
H -1.60 -2.16 -1.20
H -0.94 -3.54 -2.07
H -2.69 -3.48 -1.38
H -3.83 -0.59 -3.81
H -2.68 -0.29 -2.53
H -4.08 -1.37 -2.19
C -6.17 4.72 3.49
S -5.37 3.64 4.71
O -6.37 2.56 5.01
C -4.18 2.99 3.50
H -6.87 5.43 3.95
H -6.71 4.16 2.73
H -5.55 5.40 2.89
H -3.46 2.27 3.88
H -3.69 3.80 2.96
H -4.77 2.46 2.74
C 5.88 3.73 -2.72
S 6.53 3.70 -1.02
O 5.90 4.81 -0.25
C 5.63 2.25 -0.42
H 6.19 2.79 -3.17
H 6.24 4.56 -3.33
H 4.81 3.94 -2.67
H 5.51 1.62 -1.30
H 4.67 2.47 0.03
H 6.26 1.69 0.28
C -0.06 -2.72 3.87
S 0.54 -3.95 2.68
O 0.71 -5.15 3.59
C -1.05 -4.19 1.87
H -0.80 -3.26 4.46
H -0.33 -1.72 3.52
H 0.74 -2.59 4.60
H -1.37 -3.18 1.59
H -1.83 -4.45 2.60
H -0.95 -4.89 1.05
C 1.04 2.68 -5.03
S -0.49 3.22 -4.17
O -1.08 4.37 -4.91
C -1.55 1.86 -4.68
H 0.81 2.57 -6.09
H 1.37 1.71 -4.66
H 1.75 3.45 -4.74
H -1.32 0.89 -4.23
H -1.44 1.75 -5.76
H -2.58 2.12 -4.49
C 4.93 -0.08 2.49
O 5.87 0.51 2.98
N 4.52 -1.35 2.73
C 3.56 -2.10 1.93
C 5.24 -2.14 3.71
H 4.43 0.31 1.57
H 3.01 -2.86 2.49
H 4.19 -2.64 1.22
H 2.86 -1.37 1.53
H 5.82 -1.49 4.37
H 4.63 -2.62 4.48
H 5.94 -2.87 3.32
C -4.21 4.70 -0.62
O -4.73 5.28 0.31
N -4.54 3.46 -1.03
C -3.76 2.81 -2.07
C -5.54 2.67 -0.33
H -3.44 5.18 -1.26
H -2.83 3.36 -2.16
H -4.11 2.74 -3.11
H -3.55 1.77 -1.82
H -6.34 3.36 -0.06
H -5.87 1.78 -0.85
H -5.12 2.27 0.59
O 5.40 -0.37 -3.14
C 5.09 0.25 -4.12
O 5.65 0.12 -5.33
C 6.74 -0.77 -5.56
C 7.92 0.01 -6.14
C 3.99 1.28 -4.17
H 6.41 -1.56 -6.24
H 6.94 -1.35 -4.65
H 8.64 0.14 -5.33
H 7.63 1.02 -6.41
H 8.35 -0.51 -6.99
H 4.01 1.92 -3.29
H 3.08 0.68 -4.04
H 4.02 1.70 -5.16
O -4.99 -4.80 3.42
C -6.04 -4.46 2.92
O -6.82 -5.32 2.26
C -6.79 -6.69 2.68
C -7.89 -7.01 3.69
C -6.52 -3.05 3.06
H -5.80 -6.96 3.03
H -6.94 -7.25 1.76
H -8.67 -6.25 3.78
H -7.50 -7.22 4.68
H -8.38 -7.94 3.40
H -6.62 -2.82 4.12
H -7.47 -2.85 2.57
H -5.69 -2.45 2.70
O 1.08 -7.17 -3.75
C 0.36 -6.31 -4.21
O 0.74 -5.05 -4.41
C 2.00 -4.61 -3.95
C 2.17 -3.15 -4.32
C -1.11 -6.62 -4.40
H 2.83 -5.17 -4.40
H 2.10 -4.69 -2.86
H 2.04 -2.98 -5.40
H 3.05 -2.61 -3.98
H 1.33 -2.61 -3.87
H -1.68 -6.55 -3.48
H -1.18 -7.67 -4.66
H -1.43 -6.00 -5.24
O 1.13 -1.26 7.11
C 0.65 -0.21 6.77
O 0.16 0.68 7.64
C 0.37 0.49 9.03
C -0.91 0.50 9.86
C 0.51 0.28 5.37
H 0.98 1.31 9.41
H 1.00 -0.37 9.26
H -1.46 -0.44 9.78
H -1.59 1.32 9.65
H -0.66 0.62 10.91
H 0.61 1.37 5.42
H -0.45 0.15 4.87
H 1.33 -0.09 4.77
O 3.15 7.43 -3.26
C 3.67 6.92 -2.29
O 3.15 5.92 -1.61
C 1.89 5.36 -2.00
C 1.88 3.92 -1.52
C 5.04 7.34 -1.79
H 1.52 5.52 -3.01
H 1.13 5.88 -1.40
H 0.96 3.49 -1.91
H 2.01 3.87 -0.44
H 2.70 3.32 -1.94
H 5.20 8.42 -1.78
H 5.73 6.87 -2.49
H 5.28 7.04 -0.77
```

- LUMO level (eV) = 1.68
- E_HOMO (eV) = -7.09
- Kohn-Sham gap (eV) = 8.7755
- total charge = -1

Results of the Löwdin charge analysis, in e, for atoms 1 through 6: -0.631, 0.140, 0.135, 0.097, 0.637, -0.281